[1]
Computed, not measured: C10H13N3O2S as an isolated structure in a non-equilibrium geometry, with ωB97M-V with the def2-TZVPD basis set.

Calculated values
* E_tot: -29973.3453 eV
* lowest unoccupied orbital energy: -0.026 eV

Each line ends with the natural charge from an NBO analysis.
Positions of all 29 atoms, in Å:
C1 -2.025 -2.327 1.458  -0.356
C2 -1.896 -2.697 0.102  -0.190
C3 -1.597 -1.697 -1.087  -0.281
N1 -1.231 -0.508 -0.698  -0.462
C4 0.000 -0.454 -0.399  0.255
N2 0.386 0.784 0.203  -0.646
C5 -0.487 1.813 0.342  0.284
C6 -1.708 1.860 -0.363  -0.447
C7 -2.274 0.619 -0.806  0.665
O1 -3.305 0.349 -1.131  -0.525
H1 -2.413 2.884 -0.213  0.235
C8 0.089 3.309 0.589  -0.615
H2 1.300 2.962 0.608  0.210
H3 -0.146 3.488 1.738  0.229
H4 -0.114 4.036 -0.061  0.213
S1 0.974 -1.699 -0.122  0.435
C9 2.558 -1.185 0.651  -0.588
H5 2.952 -1.949 1.135  0.242
H6 2.285 -0.213 1.292  0.268
C10 3.480 -0.319 -0.249  0.651
O2 4.500 -0.898 -0.782  -0.621
N3 2.987 0.941 -0.625  -0.848
H7 3.660 1.461 -1.394  0.425
H8 2.127 1.237 -0.332  0.424
H9 -2.684 -1.454 -1.867  0.254
H10 -0.933 -2.234 -1.728  0.224
H11 -2.261 -3.890 -0.187  0.226
H12 -2.275 -2.867 2.121  0.159
H13 -1.948 -1.355 1.804  0.182

Atoms 1-6, force components in eV/Å:
3.08 4.85 -12.90
-2.46 -1.40 2.31
-7.07 -6.34 -2.66
-1.08 2.97 -0.84
1.45 9.45 5.07
0.33 -0.89 -0.03

=====

[2]
Computed, not measured: a 2-piece molecular cluster, C2H4O2S2 overall in a non-equilibrium geometry, with ωB97M-V with the def2-TZVPD basis set.

Calculated values
* E_tot: -27901.9256 eV
* SMILES string: O=S(=O)=S.C=C
* lowest unoccupied orbital energy: -1.036 eV

Each line ends with the natural charge from an NBO analysis.
Positions of all 10 atoms, in Å:
O1 -2.664 -1.036 0.875  -0.842
S1 -2.438 0.261 0.321  1.916
O2 -2.214 1.360 1.205  -0.847
S2 -2.978 0.596 -1.487  -0.318
C1 0.007 -0.597 0.274  -0.416
C2 0.181 0.581 -0.319  -0.354
H1 0.093 -0.715 1.342  0.217
H2 -0.172 -1.499 -0.287  0.217
H3 0.137 0.696 -1.390  0.211
H4 0.404 1.472 0.244  0.214

Atoms 1-6, force components in eV/Å:
0.23 0.14 -0.15
-1.45 0.39 -0.55
0.12 -0.16 -0.19
0.41 -0.21 0.97
0.53 -0.13 -0.04
0.39 -0.03 -0.07

=====

[3]
Computed, not measured: C4HBr2ClF2 as an isolated structure in a non-equilibrium geometry, with ωB97M-V with the def2-TZVPD basis set.

Calculated values
* E_tot: -162203.2355 eV
* lowest unoccupied orbital energy: 0.373 eV

Each line ends with the natural charge from an NBO analysis.
Positions of all 10 atoms, in Å:
C1 -0.717 -1.502 0.658  0.113
C2 0.244 -0.643 0.907  0.363
C3 0.841 0.642 -0.360  -0.144
C4 -0.046 1.415 -0.960  -0.278
F1 -1.083 -2.424 1.553  -0.314
F2 0.988 -0.549 1.988  -0.299
Cl1 2.489 0.525 -0.666  0.101
Br1 0.448 2.612 -2.348  0.120
Br2 -1.873 1.462 -0.517  0.140
H1 -1.292 -1.539 -0.256  0.197

Atoms 1-6, force components in eV/Å:
-0.10 -0.15 -0.15
1.84 3.55 -3.12
-2.23 -3.50 2.93
0.08 0.42 -0.31
0.02 -0.13 0.25
-0.13 -0.28 0.17

=====

[4]
Computed, not measured: the molecule CH4N2O3 in a non-equilibrium geometry, with ωB97M-V with the def2-TZVPD basis set.

Calculated values
* E_tot: -10220.0608 eV
* SMILES string: O=C(NO)NO
* lowest unoccupied orbital energy: 0.404 eV

Each line ends with the natural charge from an NBO analysis.
Positions of all 10 atoms, in Å:
O1 0.596 0.359 1.946  -0.643
C1 0.154 0.096 0.786  0.693
N1 -0.564 0.875 0.099  -0.313
O2 -1.199 0.666 -1.164  -0.501
N2 0.263 -1.133 0.134  -0.347
O3 0.742 -0.856 -1.240  -0.611
H1 -0.659 1.919 0.477  0.401
H2 -0.657 0.974 -1.765  0.461
H3 1.200 -1.479 0.448  0.378
H4 0.185 -1.523 -1.848  0.482

Atoms 1-6, force components in eV/Å:
-1.00 -0.83 -3.17
2.18 -2.09 4.12
-3.60 8.29 -2.08
-4.43 -2.32 6.70
3.70 -1.57 -0.66
-1.98 -2.55 -1.79

=====

[5]
Computed, not measured: a 2-piece molecular cluster, C15H18O overall in a non-equilibrium geometry, with ωB97M-V with the def2-TZVPD basis set.

Calculated values
* E_tot: -17894.0098 eV
* SMILES string: CCc1ccc(O)cc1.Cc1ccccc1
* lowest unoccupied orbital energy: 0.862 eV

Each line ends with the natural charge from an NBO analysis.
Positions of all 34 atoms, in Å:
C1 -0.483 2.180 -2.816  -0.606
C2 0.280 3.288 -2.133  -0.421
C3 1.018 2.918 -0.867  -0.038
C4 0.555 3.423 0.351  -0.187
C5 1.011 2.927 1.543  -0.256
C6 2.037 1.983 1.497  0.291
O1 2.496 1.458 2.699  -0.689
C7 2.580 1.501 0.312  -0.286
C8 2.014 1.947 -0.901  -0.194
H1 0.207 1.545 -3.391  0.205
H2 -1.270 2.519 -3.480  0.217
H3 -0.828 1.420 -2.106  0.207
H4 1.093 3.649 -2.785  0.206
H5 -0.392 4.134 -1.994  0.208
H6 -0.206 4.193 0.324  0.211
H7 0.509 3.102 2.486  0.229
H8 3.434 1.411 2.645  0.475
H9 3.269 0.680 0.454  0.215
H10 2.449 1.635 -1.842  0.214
C9 -1.540 -5.128 1.449  -0.634
C10 -1.430 -3.715 0.903  -0.003
C11 -2.532 -2.995 0.446  -0.227
C12 -2.362 -1.730 -0.062  -0.196
C13 -1.102 -1.113 -0.031  -0.228
C14 -0.027 -1.805 0.464  -0.188
C15 -0.173 -3.131 0.891  -0.224
H11 -1.844 -5.890 0.730  0.219
H12 -2.174 -5.120 2.335  0.219
H13 -0.572 -5.529 1.761  0.212
H14 -3.528 -3.422 0.454  0.211
H15 -3.169 -1.182 -0.533  0.209
H16 -0.987 -0.160 -0.530  0.210
H17 0.965 -1.382 0.419  0.210
H18 0.701 -3.611 1.308  0.209

Atoms 1-6, force components in eV/Å:
0.85 -1.68 -0.01
1.17 1.02 -0.40
-0.86 -0.31 -0.06
-0.22 -0.10 -0.60
0.41 -0.85 0.24
0.14 -0.25 0.49

=====

[6]
Computed, not measured: the molecule C5H10O, with ωB97M-V with the def2-TZVPD basis set.

Calculated values
* E_tot: -7391.3131 eV
* lowest unoccupied orbital energy (spin up / spin down): 1.072 / 1.023 eV

Each line ends with the natural charge from an NBO analysis.
Positions of all 16 atoms, in Å:
C1 2.075 -0.143 0.429  -0.272
O1 1.155 0.796 0.226  -0.354
C2 0.009 0.679 -0.358  0.323
C3 -0.908 1.852 -0.274  -0.663
C4 -0.469 -0.685 -0.720  -0.481
C5 -0.552 -1.465 0.605  -0.622
H1 0.348 -1.257 1.190  0.228
H2 2.079 -1.008 -0.231  0.155
H3 2.980 0.244 0.872  0.174
H4 -1.762 1.640 0.390  0.212
H5 -0.383 2.728 0.115  0.231
H6 -1.328 2.100 -1.257  0.219
H7 -1.441 -0.619 -1.221  0.221
H8 0.216 -1.183 -1.423  0.215
H9 -0.603 -2.548 0.468  0.211
H10 -1.414 -1.131 1.189  0.204

Atoms 1-6, force components in eV/Å:
0.37 -0.21 -0.24
0.46 0.53 0.33
-0.68 -0.13 -0.39
0.03 0.02 0.03
0.03 -0.03 0.03
-0.23 -0.18 0.01